[1]
# C19H22N2O8

The molecule C19H22N2O8 (wB97M-V/def2-TZVPD, OMol25).

Structure (ORCA input):
```
! wB97M-V def2-TZVPD RIJCOSX def2/J DEFGRID3
* xyz 0 1
H 2.603 -1.114 4.631
H -0.062 -4.515 -0.166
H 4.327 1.604 4.139
H 1.066 -1.510 3.845
H -0.582 -3.016 -0.946
O 0.329 2.372 -1.948
H -0.799 -0.876 -0.118
C 3.824 1.543 3.178
C 2.295 -0.978 1.300
C 0.734 0.572 -0.441
C -0.800 -3.716 -0.144
O 4.085 0.661 0.912
H 1.793 -2.646 4.984
H 3.710 -3.003 3.439
C 2.762 -2.599 3.071
H 5.630 1.155 2.056
H -1.787 -4.136 -0.312
N -3.814 -0.080 -0.919
H 2.170 -3.413 2.650
H 2.451 1.852 -0.575
C -3.117 3.714 -5.105
C -3.592 0.849 -1.989
C -4.743 1.235 -2.782
H 4.789 -0.311 2.611
O -1.339 0.913 -1.434
H -0.991 -3.739 2.004
C -2.326 1.362 -2.235
C 0.970 -1.365 0.983
N -4.432 2.179 -3.769
H 3.695 2.547 2.781
H -1.534 -2.227 1.247
C -0.055 1.397 -1.355
H -5.225 2.474 -4.327
H -1.166 2.725 -3.438
C -3.216 2.707 -4.011
O -5.871 0.812 -2.700
H 2.839 1.103 3.322
C 2.810 0.209 0.730
C -2.143 2.310 -3.265
C 2.007 -1.919 4.206
H -2.098 4.074 -5.203
O -2.969 -0.934 -0.722
C 4.650 0.699 2.215
O 3.169 -1.689 2.060
O -4.820 0.047 -0.264
H -3.430 3.275 -6.051
C -0.778 -3.017 1.210
C 2.034 0.959 -0.139
C 0.207 -0.586 0.131
O 0.507 -2.516 1.548
H -3.771 4.560 -4.896
*
```

* F_max: 0.9 eV Å⁻¹
* total energy: -39416.89214 eV
* lowest unoccupied orbital energy: -0.485 eV
* structure (SMILES): CCOc1cc(C(=O)Oc2cc(C)[nH]c(=O)c2[N+](=O)[O-])cc(OCC)c1OCC

=====

[2]
# C19H22N4O2S

The molecule C19H22N4O2S (wB97M-V/def2-TZVPD, OMol25).

Structure (ORCA input):
```
! wB97M-V def2-TZVPD RIJCOSX def2/J DEFGRID3
* xyz 0 1
C 0.205 -5.048 -1.911
C -1.574 -1.438 -0.520
C -2.051 -2.645 -1.246
C -0.522 -0.183 0.939
O 0.881 4.424 2.973
C -1.202 1.988 0.079
C -0.463 2.566 1.102
C -1.230 0.604 0.000
C 1.374 -3.025 -2.355
C -1.066 -3.033 -2.363
H -1.110 9.280 0.437
H 0.641 -2.390 1.799
S -1.006 6.859 0.497
H 1.119 7.051 3.395
C -0.037 6.224 1.793
C 1.444 -5.569 -1.180
O 2.623 -4.999 -1.693
N 0.156 -3.599 -1.806
H 1.541 -6.648 -1.312
H 3.509 -3.229 -2.034
H -3.010 -2.399 -1.702
C 0.121 8.518 2.087
H -1.743 2.588 -0.636
N -0.449 3.966 1.164
H -1.553 -3.744 -3.043
H 1.358 -5.342 -0.105
H 0.438 9.435 2.549
C 0.212 0.401 1.959
N -0.756 -1.486 0.575
C 0.184 4.788 2.045
H -0.998 4.410 0.439
N -1.870 -0.221 -0.888
H -0.692 -5.469 -1.453
H 1.342 -1.942 -2.222
C 2.576 -3.595 -1.602
C -0.247 -2.658 1.228
C 0.490 7.239 2.544
H -2.183 -3.482 -0.560
H 0.751 -0.189 2.684
H 2.519 -3.291 -0.545
H -0.990 -3.078 1.913
H -0.831 -2.133 -2.934
H 0.793 2.269 2.807
H 1.483 -3.252 -3.429
H 0.250 -5.374 -2.965
H 0.019 -3.398 0.473
C -0.683 8.468 0.992
C 0.234 1.778 2.029
*
```

* F_max: 0.8 eV Å⁻¹
* total energy: -40951.23169 eV
* lowest unoccupied orbital energy: 0.464 eV
* structure (SMILES): Cn1c(CCN2CCOCC2)nc2cc(NC(=O)c3cccs3)ccc21
* energy relative to the best compared isomer or geometry (same formula, charge and spin): 27.4 kcal/mol

=====

[3]
# C19H22N4O3S2

The molecule C19H22N4O3S2 in a non-equilibrium geometry (wB97M-V/def2-TZVPD, OMol25).

Structure (ORCA input):
```
! wB97M-V def2-TZVPD RIJCOSX def2/J DEFGRID3
* xyz 0 1
H -0.380 3.191 -0.279
C 4.467 -0.493 -0.530
H -2.138 0.958 2.197
N -1.490 0.229 -0.406
N 5.518 0.283 -0.523
H -3.269 -1.642 2.228
H -1.438 4.192 0.742
N -0.816 2.450 1.679
C -3.025 -1.636 0.100
C 6.932 -1.509 0.314
C -5.045 -2.295 1.230
C 0.876 0.508 -1.609
H -1.228 -1.115 1.160
O -1.046 -0.836 -2.682
C 0.324 1.572 1.816
H 0.113 0.831 2.585
C 3.007 1.362 -1.421
C 3.219 0.080 -0.978
C -4.945 -2.344 -1.163
H 5.873 -3.375 0.620
H -0.971 -1.747 -0.483
H 0.292 4.097 1.093
S 1.746 -0.847 -1.017
H -6.670 -2.900 -0.023
H 3.669 -2.471 -0.133
O -1.278 1.621 -2.503
C -2.405 1.244 0.066
H 1.291 2.532 -2.162
C -3.739 -1.838 1.274
H 0.596 1.053 0.888
O 8.052 -1.825 0.656
C 1.672 1.602 -1.782
H 1.180 2.166 2.139
H -5.590 -2.452 2.149
C -0.573 3.531 0.748
N 6.669 -0.217 -0.121
H -5.414 -2.541 -2.116
C -3.638 -1.891 -1.121
S -0.867 0.374 -1.934
C -2.081 1.778 1.477
C 4.560 -1.861 -0.111
H -3.080 -1.732 -2.031
H -3.431 0.853 0.078
H 3.796 2.089 -1.478
C -1.612 -1.113 0.133
H 7.449 0.435 -0.140
C 5.748 -2.354 0.296
C -5.651 -2.546 0.012
H -2.359 2.054 -0.661
H -2.872 2.494 1.724
*
```

* F_max: 1.1 eV Å⁻¹
* total energy: -53831.94455 eV
* lowest unoccupied orbital energy: -0.452 eV
* structure (SMILES): CN(C)CCN(Cc1ccccc1)S(=O)(=O)c1ccc(-c2ccc(=O)[nH]n2)s1
* energy relative to the best compared isomer or geometry (same formula, charge and spin): 62.1 kcal/mol

=====

[4]
# C19H22N6O

The molecule C19H22N6O in a non-equilibrium geometry (wB97M-V/def2-TZVPD, OMol25).

Structure (ORCA input):
```
! wB97M-V def2-TZVPD RIJCOSX def2/J DEFGRID3
* xyz 0 1
H -3.749 0.434 -3.037
C 1.850 -3.526 3.900
H -0.362 -2.928 1.542
H 1.245 2.246 3.077
H 2.454 -2.637 3.828
C -2.055 2.701 -2.844
C 1.878 4.357 -1.213
C 1.849 -5.820 4.516
H -4.041 2.799 -3.571
C -3.168 2.381 -3.801
N 0.191 -2.653 2.358
C 2.339 -4.585 4.752
C 0.433 2.080 -3.107
H 3.232 -4.411 5.401
N 1.066 2.906 0.467
C 0.465 0.858 1.633
H 0.004 0.124 -0.998
N 0.499 1.608 0.457
H 2.056 -6.759 5.088
H 2.356 4.354 -2.218
H -1.786 3.734 -2.942
C -3.151 0.801 -3.900
C 0.844 1.254 2.873
N -1.045 1.811 -3.333
H 1.244 0.915 4.964
C 0.818 2.060 -1.696
C 0.768 -3.734 3.022
H -2.518 2.415 -1.868
H 0.597 3.145 -3.308
C 0.329 -5.006 2.840
H 1.055 5.148 -1.152
C 0.998 0.467 3.995
C 0.887 -6.058 3.531
H -1.394 -0.235 -2.894
C -1.592 0.466 -3.662
H -3.422 0.661 -5.918
C 1.287 3.098 -0.817
H 1.079 1.445 -3.638
H -1.282 0.101 -4.649
H -0.519 -5.168 2.218
H 0.378 -7.053 3.412
C 0.383 -1.292 2.552
O -3.678 0.253 -5.123
N 0.869 -0.844 3.740
C 0.411 1.056 -0.788
N 0.038 -0.459 1.602
H 2.779 4.610 -0.532
H -2.921 2.880 -4.758
*
```

* F_max: 4.8 eV Å⁻¹
* total energy: -31044.73679 eV
* lowest unoccupied orbital energy: 0.242 eV
* structure (SMILES): Cc1nn(-c2ccnc(Nc3ccccc3)n2)cc1CN1CC[C@@H](O)C1
* energy relative to the best compared isomer or geometry (same formula, charge and spin): 83.2 kcal/mol

=====

[5]
# C19H22O5S

The molecule C19H22O5S (wB97M-V/def2-TZVPD, OMol25).

Structure (ORCA input):
```
! wB97M-V def2-TZVPD RIJCOSX def2/J DEFGRID3
* xyz 0 1
H 0.952 1.797 -1.808
H 1.868 -1.892 1.693
H -1.386 -2.216 2.092
C 1.354 -0.962 1.511
H -1.949 -5.886 -1.732
C 0.313 -3.794 -3.157
C -1.484 0.621 -0.580
C -1.286 -5.044 -1.860
C 0.427 -0.863 0.335
C -0.547 -4.882 -3.013
H 3.050 0.825 5.076
C 0.439 -2.853 -2.160
C 0.391 1.530 0.973
C -0.350 -2.140 0.175
O 0.963 1.277 2.250
H 0.114 2.070 -3.343
C 0.366 3.847 1.444
S -1.973 -4.102 0.681
H 0.673 3.730 2.489
O -0.362 2.687 1.037
H -0.019 5.946 1.627
H -1.111 0.138 1.447
H 1.019 -0.704 -0.573
H -0.629 -5.607 -3.808
H -0.791 5.193 0.224
C -1.159 -4.096 -0.856
C 2.379 -0.125 3.576
C -0.947 0.756 -2.008
H -1.447 4.923 1.842
C -0.308 -2.981 -0.986
C -0.036 1.963 -2.264
H -1.819 0.853 -2.658
C -1.181 -2.632 1.124
C 1.519 0.043 2.378
H 1.268 3.940 0.823
H -2.045 1.521 -0.321
O -0.579 3.181 -1.833
O 2.927 -1.158 3.871
O 2.488 0.988 4.301
H 0.890 -3.692 -4.063
C -0.498 0.345 0.562
H 1.241 1.658 0.270
H -0.711 3.128 -0.873
H -0.419 -0.150 -2.306
C -0.533 5.058 1.271
H 1.122 -2.026 -2.284
H -2.193 -0.211 -0.586
*
```

* F_max: 0.7 eV Å⁻¹
* total energy: -41132.98914 eV
* lowest unoccupied orbital energy: 0.623 eV
* structure (SMILES): CCO[C@H]1OC(C(=O)O)=C[C@@H](c2csc3ccccc23)[C@@H]1CCCO
* energy relative to the best compared isomer or geometry (same formula, charge and spin): 0.0 kcal/mol

=====

[6]
# C19H23Br45FNO6S

C19H23Br45FNO6S as an isolated structure in a non-equilibrium geometry (wB97M-V/def2-TZVPD, OMol25).

Structure (ORCA input):
```
! wB97M-V def2-TZVPD RIJCOSX def2/J DEFGRID3
* xyz 0 1
Br -1.503 -4.453 0.078
Br -7.176 2.101 3.719
Br 5.186 -0.743 2.433
Br -1.782 -3.776 6.771
C 4.194 -0.896 -1.157
Br -10.573 -0.610 -3.527
O 1.318 -0.457 -1.492
C 4.261 5.938 -2.065
C -7.401 0.796 5.133
C -1.828 2.727 -0.352
Br -10.314 0.296 -0.461
C 5.401 1.787 -0.986
Br 2.627 6.648 -5.113
H 5.852 -0.540 0.273
C -1.976 -1.182 3.692
Br 6.160 5.775 -1.713
Br 3.609 7.722 -1.690
H -7.825 5.659 -0.224
Br 5.886 -8.499 -1.005
Br -1.277 -0.912 1.906
H -9.872 1.562 -2.550
Br 7.666 -7.591 1.505
H 6.253 0.915 3.943
H 4.118 5.763 -3.126
Br 0.233 -2.706 -2.985
Br -2.336 4.579 -0.105
O 8.241 -1.477 -1.133
Br -5.433 6.897 4.162
H 9.149 -4.087 -3.326
Br -1.169 -3.771 9.919
Br 10.705 -5.784 -4.258
Br -0.317 -2.609 -6.142
Br 7.620 -6.042 -3.419
Br 4.998 -5.971 0.761
Br -2.953 1.532 0.675
Br 1.249 -3.700 7.812
C 0.769 6.779 -4.574
Br -7.571 -1.003 4.432
C 6.342 -0.165 3.878
Br 8.201 -0.561 3.509
O 6.151 0.656 -1.473
Br -8.893 4.808 1.847
H 0.771 -0.948 -4.651
Br -0.919 -0.256 5.027
H 1.991 -1.943 -0.131
C -5.280 5.304 5.256
Br -7.840 3.230 -0.742
Br -10.029 -0.628 -8.389
H 7.059 -6.358 -0.564
H -1.899 -2.246 3.907
Br 0.151 5.154 -3.720
Br -5.144 5.735 7.140
Br -3.824 4.169 4.669
N -0.021 -0.694 -1.304
Br 0.444 8.339 -3.473
Br -5.996 0.924 6.462
H 4.126 -2.032 -1.081
C 0.835 -2.032 -4.697
H 0.185 6.904 -5.481
H -7.608 -1.140 -8.186
C -10.662 0.868 -2.278
O -0.599 -0.059 -2.128
C -0.582 -3.181 8.170
C -7.618 4.787 0.389
Br -8.508 -2.740 -6.514
Br 2.690 -2.478 -5.030
O 6.475 -3.222 -1.037
Br 0.054 2.444 0.022
Br -7.869 0.391 -6.249
C 9.300 -5.137 -3.091
Br -12.336 1.832 -2.421
Br 3.235 4.588 -1.127
H 5.263 1.782 0.141
C -8.392 -1.043 -7.441
H 1.434 -0.356 0.584
C -2.228 -5.078 1.762
O 3.316 -0.294 -0.196
C 2.014 -0.823 -0.273
H -1.984 2.490 -1.400
H -0.611 -2.095 8.174
H 4.397 1.760 -1.517
C 5.725 -0.542 -0.861
F 6.831 -1.760 -3.192
Br -3.853 -0.715 3.808
S 6.856 -1.876 -1.523
Br 9.811 -5.234 -1.225
Br 5.774 -0.888 5.582
Br -1.136 -4.530 3.268
H -3.198 -4.605 1.885
Br -5.798 4.956 1.025
H 5.896 2.743 -1.309
Br -2.526 -6.991 1.752
C 6.482 -7.014 0.084
H 3.886 -0.638 -2.210
H -6.197 4.738 5.124
H -8.335 1.030 5.635
*
```

* F_max: 4.9 eV Å⁻¹
* total energy: -3199304.72191 eV
* lowest unoccupied orbital energy: -0.887 eV

=====

[7]
# C19H23BrN2O5PPtS

C19H23BrN2O5PPtS as an isolated structure in a non-equilibrium geometry (wB97M-V/def2-TZVPD, OMol25).

Structure (ORCA input):
```
! wB97M-V def2-TZVPD RIJCOSX def2/J DEFGRID3
* xyz 1 1
Br 2.510 0.262 0.899
H 3.056 5.893 -0.292
C 3.888 2.681 0.378
H 2.357 -2.743 -1.970
H -0.270 0.952 -2.670
C 0.340 -2.788 -1.652
C -0.476 -0.365 2.986
O -0.994 -1.983 0.739
N -0.863 0.750 -3.532
N 1.734 -2.808 -1.146
H -1.930 2.794 0.124
O 0.857 -0.139 -1.787
H -1.662 1.384 -3.611
H 1.970 -3.624 -0.571
H 0.634 6.179 -0.293
H -1.503 -1.149 -4.276
C 2.943 4.835 -0.105
O -2.343 -0.264 -0.233
C -0.346 2.435 5.520
S -2.193 -1.150 0.962
H -3.318 1.285 2.135
O 1.413 -1.541 -3.827
C -0.927 3.201 0.102
H 0.687 2.238 5.795
H -0.237 0.844 -4.343
C 0.497 5.118 -0.140
H 1.869 -1.934 -0.601
C -1.627 -0.020 2.261
C -1.965 1.864 3.700
P 0.472 -1.270 -2.727
C 2.635 2.144 0.422
H 5.037 4.458 0.031
H -2.552 2.713 4.012
H -0.977 2.247 6.390
C -0.760 4.589 -0.042
C -0.050 0.444 4.023
Pt -0.223 0.322 0.399
H -1.630 5.226 -0.082
H -0.355 -2.662 -0.813
C -1.203 -0.678 -3.342
C 1.460 2.895 0.203
C -0.783 1.572 4.386
C 0.151 2.356 0.211
H 0.847 0.188 4.567
H -0.445 3.486 5.261
H -1.977 -0.778 -2.580
H 0.036 -1.291 2.758
C -2.393 1.077 2.650
O -3.382 -1.838 1.333
H 4.752 2.069 0.581
C 1.639 4.297 -0.026
C 4.042 4.045 0.084
H 0.113 -3.693 -2.210
*
```

* F_max: 3.0 eV Å⁻¹
* total energy: -126701.09472 eV
* lowest unoccupied orbital energy (alpha / beta): -3.599 / -3.470 eV

=====

[8]
# C19H23F3N2OP

A 3-piece molecular cluster, C19H23F3N2OP overall in a non-equilibrium geometry (wB97M-V/def2-TZVPD, OMol25).

Structure (ORCA input):
```
! wB97M-V def2-TZVPD RIJCOSX def2/J DEFGRID3
* xyz 1 1
H 0.251 0.759 -8.411
H -0.561 2.932 -1.730
C -0.674 -3.377 5.316
C -0.597 -4.475 6.163
H -2.467 0.148 0.085
C -1.636 -4.746 7.045
C 0.721 -0.062 1.353
H 2.089 0.718 -2.265
C -0.959 1.959 -1.363
H -1.996 2.136 -0.986
C -0.070 1.273 -0.306
O 1.147 -2.677 2.079
C 2.221 2.359 -0.823
C 1.865 0.690 0.907
F -1.867 -1.480 4.553
H 0.367 3.416 -4.239
N -0.408 0.299 0.625
H 3.051 2.114 -2.921
H 0.297 -0.376 -6.197
C -1.755 -0.315 0.806
P 0.986 -1.316 2.700
C -2.825 -2.812 6.249
F 0.349 0.843 -3.910
H 0.357 4.565 -6.445
H -0.071 -1.277 3.647
H 2.235 -0.962 3.316
C 0.337 3.483 -6.395
H -1.578 -5.605 7.703
C 0.333 1.465 -5.114
N 1.263 1.470 -0.113
F 1.634 3.536 -1.286
H 2.917 0.680 1.246
C -1.788 -2.557 5.373
H 0.273 -5.120 6.135
H 0.290 3.229 -8.526
H 0.126 -3.159 4.616
C -2.751 -3.917 7.087
H -3.561 -4.131 7.772
C 2.849 1.500 -2.013
H -1.002 1.258 -2.243
H -1.652 -1.405 0.577
H 3.049 2.640 -0.117
C 0.282 1.343 -7.500
H 3.753 0.990 -1.595
C 0.303 0.705 -6.267
H -2.092 -0.169 1.860
H -3.682 -2.150 6.273
C 0.302 2.732 -7.563
C 0.348 2.847 -5.161
*
```

* F_max: 5.3 eV Å⁻¹
* total energy: -42537.99467 eV
* lowest unoccupied orbital energy: -2.902 eV
* energy relative to the best compared isomer or geometry (same formula, charge and spin): 23.5 kcal/mol